# 1
{
  "formula": "C5H6Si",
  "method": "the ωB97M-V functional and the def2-TZVPD basis",
  "e_lumo_ha": [0.02863, -0.08454],
  "e_above_lowest_ev": 0.294,
  "multiplicity": 3,
  "orbital_gap_ev": [5.568, 6.892],
  "s_squared": 2.008,
  "symbols": ["C", "C", "C", "C", "C", "Si", "H", "H", "H", "H", "H", "H"],
  "positions_angstrom": [[1.7178, 0.9019, 1.3666], [0.7151, 0.4380, 2.0695], [-1.6994, -0.9675, -1.3637], [-0.6385, -0.7006, -2.1616], [0.7916, 0.0014, 0.6130], [-0.5974, 0.3934, -0.6223], [2.6722, 1.2943, 1.3545], [-0.0084, 0.3526, 2.8370], [-2.6567, -1.4912, -1.4043], [-0.2381, -0.8392, -3.1843], [1.1909, -1.0778, 0.6017], [-1.2492, 1.6947, -0.1061]],
  "lowdin_charge": [-0.05, -0.04, -0.27, -0.25, -0.40, 0.67, 0.07, 0.09, 0.04, 0.06, 0.10, -0.02]
}

=====

# 2
{
  "formula": "C5H7BFNO3",
  "method": "the ωB97M-V functional and the def2-TZVPD basis",
  "e_lumo_ha": 0.00308,
  "e_above_lowest_ev": 0.361,
  "orbital_gap_ev": 8.223,
  "symbols": ["O", "B", "O", "O", "C", "F", "C", "C", "C", "C", "N", "H", "H", "H", "H", "H", "H", "H"],
  "positions_angstrom": [[1.5326, 0.5684, 2.0281], [0.1804, 0.5556, 2.2911], [-0.1799, 0.6166, 3.5752], [-0.7058, 0.4426, 1.2387], [-0.3577, 0.6538, -0.1123], [0.1263, 1.9944, -0.2198], [-1.5028, 0.3090, -0.9319], [-1.3689, -0.3151, -2.1242], [-0.0974, -0.9638, -2.4858], [0.8696, -0.9930, -1.5634], [0.9337, -0.1151, -0.5431], [1.9652, 0.0385, 2.6588], [0.5354, 1.0313, 4.1612], [-2.4547, 0.5873, -0.3774], [-2.2897, -0.6195, -2.7700], [-0.2055, -1.5960, -3.3707], [1.6179, -1.7055, -1.7428], [1.4013, -0.4894, 0.2882]],
  "lowdin_charge": [0.18, -0.82, 0.21, 0.19, -0.41, 0.04, -0.03, -0.07, -0.11, -0.16, 0.13, 0.09, 0.16, 0.14, 0.14, 0.09, 0.11, 0.12]
}

=====

# 3
{
  "formula": "C5H7BaO5",
  "method": "the ωB97M-V functional and the def2-TZVPD basis",
  "e_lumo_ha": [0.00052, -0.00287],
  "e_above_lowest_ev": 0.000,
  "multiplicity": 2,
  "orbital_gap_ev": [6.303, 8.581],
  "s_squared": 0.753,
  "symbols": ["O", "C", "O", "O", "C", "C", "O", "C", "C", "O", "Ba", "H", "H", "H", "H", "H", "H", "H"],
  "positions_angstrom": [[3.3327, 1.1133, -0.6530], [3.7250, 0.3361, 0.1778], [4.5162, -0.4102, 0.6009], [-0.8002, 2.1385, -1.4902], [-1.8842, 1.3840, -1.6597], [-2.1428, 0.3168, -0.6527], [-0.8700, -0.3120, -0.3702], [-0.7260, -0.9803, 0.8799], [0.7714, -1.1542, 1.1077], [1.4364, 0.0538, 0.8596], [0.8506, 1.4697, -0.6442], [-2.4965, 1.4947, -2.5616], [-2.8666, -0.4294, -1.0113], [-2.5085, 0.7268, 0.3110], [-1.2487, -1.9485, 0.8607], [-1.1681, -0.3565, 1.6753], [1.1538, -1.9380, 0.4267], [0.9256, -1.5045, 2.1435]],
  "lowdin_charge": [-0.11, -0.41, 0.22, -0.72, -0.29, -0.22, -0.36, -0.21, -0.33, -0.67, 2.28, 0.09, 0.13, 0.12, 0.13, 0.13, 0.12, 0.12]
}

=====

# 4
{
  "formula": "C5H7Br",
  "method": "the ωB97M-V functional and the def2-TZVPD basis",
  "e_lumo_ha": -0.00056,
  "e_above_lowest_ev": 3.495,
  "orbital_gap_ev": 7.869,
  "symbols": ["C", "C", "C", "C", "C", "Br", "H", "H", "H", "H", "H", "H", "H"],
  "positions_angstrom": [[-0.5436, -2.4594, 0.5425], [-0.8669, -1.1276, 1.2580], [-1.5467, -2.3123, -0.2969], [-1.7509, -0.8394, 0.2515], [0.5938, 1.3193, -0.8048], [-3.0176, 0.4240, -0.1526], [0.0668, -3.2822, 0.5581], [-0.3471, -0.4726, 1.9298], [0.9213, 1.0171, 0.2157], [-2.0103, -3.0317, -0.8993], [1.4826, 1.7066, -1.4305], [-0.1869, 2.1308, -0.6809], [0.2227, 0.4652, -1.3248]],
  "lowdin_charge": [-0.07, -0.08, -0.08, -0.76, -0.07, 0.76, 0.07, 0.08, 0.02, 0.08, 0.04, 0.03, -0.02]
}

=====

# 5
{
  "formula": "C5H7Br",
  "method": "the ωB97M-V functional and the def2-TZVPD basis",
  "e_lumo_ha": 0.03185,
  "e_above_lowest_ev": 1.308,
  "orbital_gap_ev": 10.454,
  "symbols": ["C", "C", "C", "C", "C", "Br", "H", "H", "H", "H", "H", "H", "H"],
  "positions_angstrom": [[1.3634, 1.0931, 0.0466], [0.1082, 1.3776, -0.4073], [0.9026, -0.0039, 1.0151], [-0.4719, 0.2866, 0.4299], [-1.1952, -0.6781, -0.4607], [-1.8284, 0.9877, 1.8349], [2.3958, 1.4766, -0.2962], [-0.4402, 2.0048, -1.0339], [1.3667, -1.1302, 0.9825], [1.0840, 0.4264, 1.9771], [-1.1387, -1.7030, -0.1635], [-0.7434, -0.6746, -1.4315], [-2.1732, -0.5984, -0.5741]],
  "lowdin_charge": [-0.06, -0.09, -0.17, -0.78, -0.11, 0.56, 0.13, 0.09, 0.17, 0.08, 0.08, 0.09, 0.02]
}

=====

# 6
{
  "formula": "C5H7Br",
  "method": "the ωB97M-V functional and the def2-TZVPD basis",
  "e_lumo_ha": -0.02273,
  "e_above_lowest_ev": 3.610,
  "orbital_gap_ev": 8.178,
  "symbols": ["C", "C", "C", "C", "C", "Br", "H", "H", "H", "H", "H", "H", "H"],
  "positions_angstrom": [[-0.5259, -0.8082, -0.8860], [1.1907, -0.8380, 0.8422], [0.3322, -0.1603, 0.0818], [-1.6957, -1.0680, 0.1218], [0.3690, 1.3056, 0.0712], [-3.0267, 0.2393, 0.0013], [-0.6082, -0.2584, -1.7431], [-0.0180, -1.7198, -1.0703], [1.0415, -1.8253, 0.8174], [1.7937, -0.3378, 1.5331], [0.9871, 1.6838, 0.9281], [-0.5730, 1.8853, 0.1411], [0.7331, 1.9019, -0.8386]],
  "lowdin_charge": [-0.32, 0.11, -0.47, -0.40, -0.10, 0.66, 0.08, 0.10, 0.04, 0.06, 0.09, 0.05, 0.11]
}

=====

# 7
{
  "formula": "C5H7BrN2",
  "method": "the ωB97M-V functional and the def2-TZVPD basis",
  "e_lumo_ha": -0.01384,
  "e_above_lowest_ev": 1.707,
  "orbital_gap_ev": 8.481,
  "symbols": ["C", "C", "Br", "C", "N", "C", "C", "N", "H", "H", "H", "H", "H", "H", "H"],
  "positions_angstrom": [[0.5432, -1.8476, -0.3501], [0.6340, -0.3116, -0.0436], [2.5404, -0.0432, 0.1200], [-0.1305, 0.3053, 1.3602], [-0.9747, 1.3429, 1.0688], [-1.0996, 1.8813, -0.0831], [-0.5788, 1.2040, -1.3222], [0.1759, 0.1764, -1.2449], [1.3271, -2.2552, -0.8603], [-0.4153, -2.1402, -0.8868], [0.5471, -2.5503, 0.6291], [-0.4885, -0.6002, 1.8234], [0.6000, 0.6277, 2.1039], [-1.7121, 2.6586, -0.1007], [-0.9683, 1.5522, -2.2138]],
  "lowdin_charge": [-0.16, -0.86, 0.74, -0.20, 0.04, -0.07, -0.06, 0.00, 0.00, 0.09, 0.12, 0.10, 0.10, 0.06, 0.08]
}

=====

# 8
{
  "formula": "C5H7BrO",
  "method": "the ωB97M-V functional and the def2-TZVPD basis",
  "e_lumo_ha": 0.02276,
  "e_above_lowest_ev": 0.931,
  "orbital_gap_ev": 10.172,
  "symbols": ["C", "C", "Br", "C", "C", "C", "O", "H", "H", "H", "H", "H", "H", "H"],
  "positions_angstrom": [[0.2448, 0.8209, 1.6154], [0.6149, 0.1468, 0.1316], [2.4563, 0.3318, -0.0977], [-0.2121, 0.5373, -1.1229], [-0.8463, -0.8477, -1.1465], [0.0385, -1.2164, 0.0708], [0.3584, -2.2524, 0.6117], [0.4984, 1.8266, 1.4292], [0.7743, 0.2477, 2.4664], [-0.7519, 0.7174, 1.7920], [0.2687, 0.8948, -1.9369], [-1.0909, 1.2959, -0.8369], [-0.4026, -1.4116, -1.8790], [-1.9504, -1.0911, -1.0971]],
  "lowdin_charge": [-0.04, -0.84, 0.82, -0.17, -0.07, -0.44, 0.10, 0.05, 0.12, 0.03, 0.06, 0.16, 0.09, 0.14]
}

=====

# 9
{
  "formula": "C5H7Cl",
  "method": "the ωB97M-V functional and the def2-TZVPD basis",
  "e_lumo_ha": 0.03486,
  "e_above_lowest_ev": 1.929,
  "orbital_gap_ev": 10.861,
  "symbols": ["C", "C", "C", "C", "C", "Cl", "H", "H", "H", "H", "H", "H", "H"],
  "positions_angstrom": [[0.9916, -1.9227, -0.1887], [0.7153, -0.6400, -0.1144], [1.1019, 0.7979, 0.0936], [-0.2726, 0.4158, -0.3822], [-1.4716, 0.7100, 0.4237], [-0.8359, 0.9039, -1.9874], [0.2024, -2.5857, -0.5572], [1.8389, -2.2945, 0.3458], [1.3358, 1.2335, 1.1190], [1.8484, 1.0273, -0.5915], [-1.7673, 1.7567, 0.2815], [-1.3334, 0.3596, 1.4845], [-2.3536, 0.2382, 0.0734]],
  "lowdin_charge": [0.07, -0.26, -0.06, -0.83, -0.16, 0.66, 0.07, 0.06, 0.14, 0.08, 0.08, 0.11, 0.05]
}

=====

# 10
{
  "formula": "C5H7Cl",
  "method": "the ωB97M-V functional and the def2-TZVPD basis",
  "e_lumo_ha": -0.00844,
  "e_above_lowest_ev": 4.524,
  "orbital_gap_ev": 8.462,
  "symbols": ["C", "C", "C", "C", "C", "Cl", "H", "H", "H", "H", "H", "H", "H"],
  "positions_angstrom": [[-0.6759, 1.0923, -0.0828], [-3.3838, 0.9053, -0.0189], [0.6105, 0.6213, 0.0463], [-1.9657, 0.3181, -0.2590], [1.1397, -0.7132, 0.0402], [-4.4749, -0.3074, -0.0035], [1.5025, 1.4683, -0.0710], [-2.0263, -0.7817, 0.1373], [-2.1548, 0.1786, -1.2826], [-0.6975, 2.1365, -0.1300], [1.5372, -1.0315, 1.0754], [2.1109, -0.8688, -0.6028], [0.4874, -1.5673, -0.3523]],
  "lowdin_charge": [-0.12, -0.51, -0.22, -0.34, -0.18, 0.67, 0.15, 0.11, 0.08, 0.07, 0.10, 0.10, 0.09]
}

=====

# 11
{
  "formula": "C5H7Cl",
  "method": "the ωB97M-V functional and the def2-TZVPD basis",
  "e_lumo_ha": 0.03308,
  "e_above_lowest_ev": 1.855,
  "orbital_gap_ev": 11.020,
  "symbols": ["C", "C", "C", "C", "C", "Cl", "H", "H", "H", "H", "H", "H", "H"],
  "positions_angstrom": [[0.1450, 2.3805, 1.1337], [0.3135, 1.1819, 0.9187], [0.6511, -0.2636, 0.9672], [-0.1536, -1.0891, -0.1748], [-0.1994, -0.4428, -1.5100], [-1.9276, -1.1012, 0.1581], [-0.2531, 3.3390, 1.2910], [0.4410, -0.7355, 1.9291], [1.7043, -0.3479, 0.7417], [0.0933, -2.1054, -0.0538], [-1.0070, -0.8933, -2.0337], [0.7698, -0.4522, -2.0092], [-0.5774, 0.5296, -1.3578]],
  "lowdin_charge": [0.12, -0.15, -0.19, -0.67, -0.19, 0.60, 0.01, 0.11, 0.11, 0.07, 0.04, 0.09, 0.05]
}

=====

# 12
{
  "formula": "C5H7ClFN",
  "method": "the ωB97M-V functional and the def2-TZVPD basis",
  "e_lumo_ha": 0.02450,
  "e_above_lowest_ev": 5.819,
  "orbital_gap_ev": 9.180,
  "symbols": ["F", "C", "C", "N", "C", "C", "C", "Cl", "H", "H", "H", "H", "H", "H", "H"],
  "positions_angstrom": [[0.5025, 2.0170, -0.5570], [0.1727, 1.1592, 0.4666], [-1.1077, 0.4206, 0.2817], [-1.8992, 0.2876, -0.8629], [-0.6021, -0.3424, -0.9287], [0.3902, -1.3561, -0.2009], [1.1287, -0.1612, 0.3670], [2.5399, 0.2572, -0.5335], [0.0777, 1.5495, 1.4049], [-1.3126, 0.0633, 1.4114], [-2.8024, -0.2420, -0.5234], [-0.0961, 0.2762, -1.6557], [0.2275, -2.0560, 0.7026], [1.1580, -1.6958, -0.8534], [1.6228, -0.1772, 1.4812]],
  "lowdin_charge": [-0.03, -0.33, -0.29, 0.09, -0.24, -0.12, -0.71, 0.69, 0.10, 0.20, 0.17, 0.13, 0.15, 0.06, 0.14]
}

=====

# 13
{
  "formula": "C5H7ClN2S2",
  "method": "the ωB97M-V functional and the def2-TZVPD basis",
  "e_lumo_ha": -0.08359,
  "e_above_lowest_ev": 3.823,
  "orbital_gap_ev": 5.933,
  "symbols": ["C", "C", "C", "C", "C", "N", "N", "S", "S", "Cl", "H", "H", "H", "H", "H", "H", "H"],
  "positions_angstrom": [[-1.4745, 0.7897, -1.1066], [-2.8585, 0.8781, -1.1394], [-1.0143, 0.2836, 0.0443], [-3.3730, 0.3536, 0.0500], [2.1937, -0.2931, 1.6692], [3.1693, 0.3570, -0.4603], [1.7668, -1.7933, -0.9796], [-2.1301, -0.1660, 1.2088], [1.9447, -0.5014, -0.1671], [-5.0728, 0.1178, 0.4583], [-0.7478, 1.2298, -1.8354], [-3.4435, 1.3487, -1.8895], [1.7673, -1.1174, 2.3032], [3.2461, -0.3091, 1.8997], [1.6154, 0.4472, 2.1830], [3.6164, 0.4368, -1.3671], [0.7948, -2.0621, -0.8714]],
  "lowdin_charge": [-0.29, -0.19, -0.50, -0.96, -0.21, -0.24, -0.26, 0.92, 0.80, 0.55, 0.11, 0.10, 0.07, 0.04, 0.04, 0.03, 0.00]
}

=====

# 14
{
  "formula": "C5H7ClN5",
  "method": "the ωB97M-V functional and the def2-TZVPD basis",
  "e_lumo_ha": [-0.19306, -0.19304],
  "e_above_lowest_ev": 3.768,
  "charge": 1,
  "orbital_gap_ev": [5.203, 5.204],
  "symbols": ["C", "C", "C", "C", "C", "N", "N", "N", "N", "N", "Cl", "H", "H", "H", "H", "H", "H", "H"],
  "positions_angstrom": [[2.3356, -1.4998, -0.3239], [3.0793, 0.6422, -0.0812], [4.1150, -0.3059, -0.1421], [2.5454, 1.9198, 0.0101], [-1.6774, -0.5186, 0.5474], [3.6308, -1.5668, -0.2272], [1.1958, 1.7964, 0.0063], [1.8938, -0.1911, -0.1471], [0.7889, 0.5346, -0.1211], [-2.1636, -1.0196, -0.5444], [5.7467, -0.1161, 0.0985], [1.6302, -2.4309, -0.1790], [2.9081, 2.9302, 0.1116], [-1.3071, -1.1729, 1.4176], [-1.5683, 0.6138, 0.7396], [-2.5832, -0.4149, -1.3130], [-2.2730, -2.0082, -0.7294], [0.6519, 2.5594, -0.1418]],
  "lowdin_charge": [-0.17, -0.14, -0.78, 0.03, 0.09, 0.05, 0.03, -0.05, 0.02, 0.16, 0.75, 0.15, 0.14, 0.15, 0.13, 0.19, 0.15, 0.12]
}

=====

# 15
{
  "formula": "C5H7ClN5",
  "method": "the ωB97M-V functional and the def2-TZVPD basis",
  "e_lumo_ha": [-0.15429, -0.27894],
  "e_above_lowest_ev": 0.607,
  "charge": 1,
  "multiplicity": 3,
  "orbital_gap_ev": [6.353, 7.292],
  "s_squared": 2.016,
  "symbols": ["C", "C", "C", "C", "C", "N", "N", "N", "N", "N", "Cl", "H", "H", "H", "H", "H", "H", "H"],
  "positions_angstrom": [[-0.1590, 1.8011, -0.8786], [0.4531, 0.5397, 1.8797], [1.7239, 0.3637, -0.0297], [0.9104, 0.8818, -0.9709], [-0.6506, -0.6762, -0.0002], [-1.0568, 2.4771, -0.7231], [1.5505, 0.6372, 1.2908], [-0.6648, -0.0764, 1.2877], [-1.7075, -0.3886, -0.7936], [0.0019, -1.8074, -0.2131], [2.7673, -0.9614, -0.3555], [0.2694, 0.7951, 2.9778], [1.3056, 0.6911, -1.9532], [-1.4493, 0.4923, 1.4446], [-1.5875, -0.5535, -1.6836], [-2.2353, 0.4113, -0.5075], [0.8522, -2.2469, 0.3017], [-0.3235, -2.3800, -1.0733]],
  "lowdin_charge": [-0.22, -0.13, -0.76, -0.09, -0.43, 0.22, 0.11, 0.14, 0.22, 0.18, 0.79, 0.18, 0.13, 0.13, 0.07, 0.11, 0.15, 0.20]
}

=====

# 16
{
  "formula": "C5H7ClO2S",
  "method": "the ωB97M-V functional and the def2-TZVPD basis",
  "e_lumo_ha": -0.01092,
  "e_above_lowest_ev": 0.642,
  "orbital_gap_ev": 9.350,
  "symbols": ["C", "C", "C", "C", "C", "O", "O", "S", "Cl", "H", "H", "H", "H", "H", "H", "H"],
  "positions_angstrom": [[-2.2687, -1.3270, 1.0737], [-0.4783, 1.2274, 0.3398], [0.2138, 0.0541, -0.3852], [1.2091, 0.7263, -1.3350], [0.8956, -0.8325, 0.7963], [-0.2417, 1.7347, 1.4112], [-0.5630, -0.7753, -1.1086], [-1.9157, -1.6037, -0.4027], [-2.1218, 1.7885, -0.4348], [-1.8509, -0.8014, 1.8958], [0.6093, 1.4146, -1.8995], [1.4783, 0.0205, -2.1159], [1.9669, 1.2795, -0.8472], [0.0971, -1.2481, 1.3106], [1.5041, -0.2086, 1.4702], [1.4661, -1.4490, 0.2313]],
  "lowdin_charge": [-0.35, -0.61, -0.65, 0.01, 0.03, 0.06, -0.42, 0.98, 0.54, -0.01, 0.08, 0.10, 0.09, 0.01, 0.10, 0.05]
}